Computed, not measured: C29H26O3PTl as an isolated structure, with ωB97M-V/def2-TZVPD.

* lowest unoccupied orbital energy: 0.267 eV
* energy: -50621.3661 eV

Each line ends with the natural charge from an NBO analysis.
Element x y z (Å)
1 Tl 0.82 -1.79 2.42  0.831
2 C -0.34 0.00 6.37  -0.630
3 C -0.39 0.45 4.94  0.002
4 C -1.51 0.20 4.15  -0.243
5 C -1.57 0.63 2.83  -0.006
6 C -2.80 0.36 1.99  -0.636
7 C -0.48 1.31 2.29  -0.203
8 C 0.65 1.58 3.05  -0.007
9 C 1.80 2.35 2.46  -0.640
10 C 0.68 1.14 4.37  -0.243
11 H -0.88 -0.93 6.51  0.218
12 H -0.80 0.75 7.03  0.224
13 H 0.69 -0.15 6.70  0.217
14 H -2.34 -0.34 4.58  0.211
15 H -3.13 -0.67 2.10  0.219
16 H -2.60 0.56 0.94  0.224
17 H -3.62 1.00 2.31  0.223
18 H -0.51 1.63 1.26  0.209
19 H 1.60 3.42 2.48  0.224
20 H 1.96 2.07 1.41  0.229
21 H 2.72 2.17 3.01  0.215
22 H 1.57 1.33 4.97  0.211
23 O 0.74 -3.73 0.69  -0.746
24 C 1.30 -2.94 -0.09  0.743
25 O 2.05 -1.98 0.28  -0.834
26 C 1.04 -3.02 -1.57  -0.036
27 C 1.45 -4.12 -2.31  -0.208
28 C 1.22 -4.15 -3.68  -0.198
29 C 0.56 -3.09 -4.30  -0.216
30 C 0.13 -2.01 -3.55  -0.189
31 C 0.37 -1.95 -2.18  -0.348
32 P -0.26 -0.60 -1.09  0.829
33 C 0.93 0.77 -1.38  -0.252
34 C 0.51 2.09 -1.20  -0.260
35 C 1.42 3.14 -1.28  -0.209
36 C 2.76 2.88 -1.53  -0.223
37 C 3.18 1.57 -1.70  -0.201
38 C 2.27 0.52 -1.63  -0.224
39 C -1.72 -0.06 -2.06  -0.366
40 C -1.70 0.84 -3.13  -0.150
41 C -2.86 1.14 -3.82  -0.233
42 C -4.06 0.56 -3.45  -0.203
43 C -4.10 -0.34 -2.40  -0.212
44 C -2.94 -0.64 -1.70  -0.195
45 H 1.95 -4.94 -1.82  0.220
46 H 1.55 -5.00 -4.26  0.214
47 H 0.38 -3.11 -5.36  0.213
48 H -0.40 -1.20 -4.03  0.218
49 H -0.53 2.31 -1.01  0.216
50 H 1.07 4.16 -1.15  0.213
51 H 3.47 3.69 -1.60  0.214
52 H 4.22 1.36 -1.89  0.216
53 H 2.62 -0.50 -1.74  0.239
54 H -0.76 1.30 -3.42  0.213
55 H -2.82 1.84 -4.64  0.214
56 H -4.97 0.80 -3.99  0.215
57 H -5.04 -0.80 -2.11  0.215
58 H -2.97 -1.33 -0.87  0.220
59 O 4.64 -0.16 1.05  -0.488
60 C 3.80 -0.34 1.78  0.532